Entry from OMol25: a 12-piece molecular cluster, C42H92B2Br22N5O7S overall (the ωB97M-V functional and the def2-TZVPD basis).

XYZ file:
```
171
Properties=species:S:1:pos:R:3:forces:R:3
Br -6.56127 4.04625 -2.43714 -0.0001 -0.0482 0.0026
Br 2.44028 2.31808 -3.92936 -0.1461 -0.0692 -0.2261
Br 9.62356 -7.54837 3.91251 0.0019 -0.0750 0.0298
Br -2.80110 5.51870 -9.86474 -0.0273 0.1157 0.0080
Br -8.58841 -6.30610 -0.56278 -0.0694 0.0492 -0.0584
Br -6.26542 1.08898 -0.32495 0.1114 0.0978 0.0145
Br 3.99625 3.72389 -7.77523 -0.0413 -0.0118 0.0212
Br -2.95660 -7.84170 3.02049 0.0926 0.0621 -0.0364
Br -8.85319 -3.64907 -3.11955 0.0317 -0.0237 0.0128
Br 5.96343 -7.80247 4.21254 0.0343 -0.0246 -0.0310
Br 0.15560 4.70826 -2.35520 0.0780 0.0004 0.0426
Br -0.30023 1.92563 7.42433 -0.0041 -0.0671 0.1117
Br -3.26633 -2.19559 -1.10401 0.0260 -0.0303 0.1256
Br 8.30800 -4.35752 3.82640 -0.0442 0.0994 -0.0201
Br 1.89565 8.96007 -10.14067 -0.0247 0.0050 0.0288
Br -0.99102 11.26423 -10.51722 0.0308 -0.0237 -0.0276
Br 1.57111 3.95228 5.02302 0.0407 0.1192 0.1187
Br -4.36086 8.44690 -11.53015 -0.0808 -0.0496 -0.0260
Br -5.79318 -4.20997 0.73720 0.1490 0.1972 0.0425
Br 6.57811 -2.05860 6.11287 -0.0797 -0.0130 -0.0151
Br 0.78544 5.54405 -7.57728 0.0103 0.0519 -0.0820
Br -0.65000 -5.47629 1.37899 0.1130 -0.1815 0.0630
S -2.55104 3.46092 1.24707 0.3449 0.2842 -0.2367
O 4.88019 2.82810 2.10484 -0.1132 0.0543 -0.0892
O 4.05766 -2.75748 3.32304 -0.5347 0.6643 0.1687
O 3.74663 -0.15631 -2.17811 -0.2693 0.3391 0.5519
O -2.24177 -2.51578 5.88507 0.0722 0.1429 -0.0331
O -4.13120 3.32338 1.33724 -0.0608 -0.1571 -0.0780
O -2.22352 4.54202 0.36390 -0.1080 -0.2205 0.2067
O -2.10159 3.46366 2.60475 -0.1153 0.1178 -0.0692
N 1.42591 0.64329 4.41768 0.4259 -0.3293 -0.0028
N 4.25147 -2.18988 0.54407 0.0887 -0.1661 0.2154
N 3.29923 -1.28437 1.11711 -0.0050 0.5535 0.1204
N 1.38359 -2.66651 0.67122 -0.0405 0.4546 -0.2595
N 2.34662 -4.50471 2.86337 0.0310 0.1511 0.3383
C 1.94440 -0.60240 3.83777 0.0316 0.0562 0.4207
C -7.93547 3.16629 -1.38180 0.0820 0.0956 -0.0663
C -0.79248 -1.58416 4.20269 -0.3132 -0.1930 0.1278
C 7.34666 -8.96816 4.93104 -0.0598 0.0087 0.0322
C 3.03381 4.21605 1.29385 0.0676 -0.0863 0.0843
C -5.06987 6.66289 -11.23516 0.0276 0.0490 0.0017
C 1.37542 -1.02563 -1.97665 -0.1304 0.0858 -0.0502
C 2.97880 -0.10913 0.22329 -0.0476 0.1132 -0.0312
C -0.30766 0.99914 2.10055 -0.2654 0.0992 -0.1468
C 1.92537 5.19404 -9.11956 -0.0903 0.0439 0.0053
C 0.81379 0.07058 1.56454 -0.3103 0.0300 -0.3140
C 3.66746 2.82058 1.33339 -0.0603 0.1552 0.2518
C -0.91695 9.32702 -10.65436 -0.0367 0.1474 0.0236
C 1.23085 -1.05663 2.54958 -0.0403 -0.2034 -0.4031
C -10.02444 -5.16545 -2.77005 -0.0248 0.0570 -0.0530
C -7.37792 2.67408 -0.07408 -0.0942 -0.0963 0.0584
C 1.73780 5.04855 -3.43972 -0.1420 0.0209 0.0186
C -6.04559 -2.71441 -0.47778 -0.0613 -0.1222 -0.0047
C -2.34414 -6.18642 0.73051 -0.0414 0.2535 -0.0906
C 8.55155 -8.19532 5.39848 0.0639 0.0320 -0.0464
C 2.54625 3.82532 -9.06768 0.0813 -0.0200 0.0130
C -0.31864 3.48292 5.02893 -0.1951 0.1204 0.0079
C -4.66360 6.09333 -9.89984 0.0353 -0.0703 -0.0302
C -2.07033 1.94519 0.44836 -0.1527 -0.3065 -0.3149
C 1.40597 1.74755 -0.22174 -0.0571 0.1455 0.1233
C -0.04511 -1.89625 2.90035 -0.2739 0.2349 -0.0152
C -1.75821 -2.71274 4.57045 0.0734 -0.1409 -0.0431
C 7.55527 -2.60566 3.47236 -0.0068 -0.0689 -0.0132
C -5.06596 -2.73423 -1.62033 -0.0076 0.0291 -0.0447
C -2.10816 -3.63601 6.73409 -0.0622 -0.0702 0.0034
C 3.38526 -5.49582 2.50081 0.0324 0.1639 -0.1915
C 7.74134 -1.63624 4.61028 -0.0826 0.0140 -0.0193
C -0.90950 3.47178 6.41765 0.1654 -0.0566 -0.1442
C -10.17102 -5.45435 -1.30101 0.0406 -0.1186 0.0639
C 1.78751 -4.77921 4.20146 -0.2470 -0.1185 -0.0801
C 0.02451 8.71979 -9.65545 0.1122 -0.0855 -0.0107
C 2.72931 1.74652 1.91725 0.1670 -0.3543 -0.3233
C 2.15783 -2.05554 1.74208 -0.0356 -0.6020 0.2075
C -3.32857 -6.33170 1.85463 -0.0375 -0.1851 0.1418
C 1.97443 0.85230 0.89712 -0.0730 0.3729 0.2203
C 1.87337 4.07187 -4.57483 0.1145 0.0403 0.2101
C -1.68636 0.83919 1.42410 -0.0315 -0.0788 0.1738
B 2.88893 -3.16096 2.70762 0.0835 -0.0548 0.0520
B 2.67761 -0.44074 -1.34377 -0.0467 -0.2841 -0.0098
H 3.78428 -0.89171 1.93132 -0.0019 -0.1839 0.0134
H 1.91984 -5.83645 4.43832 0.0231 0.0889 -0.0065
H -0.44762 0.86012 3.16690 0.1937 -0.0093 -0.1796
H -1.77052 -0.11427 0.89139 0.0741 0.0631 0.0244
H -1.92645 8.97733 -10.45900 0.0417 -0.0189 0.0106
H 3.38877 1.10868 2.51632 -0.0863 0.0973 0.0365
H 2.00861 2.18943 2.60678 0.1182 0.0620 -0.1100
H -0.13218 7.64516 -9.60965 -0.0288 -0.0208 0.0197
H 7.59279 -9.67467 4.14477 0.0035 -0.0082 0.0151
H -2.92725 1.61923 -0.15186 0.0678 0.1469 0.0061
H 0.71251 -4.58800 4.23379 0.0742 0.0583 -0.0316
H 4.97406 -1.64745 0.07970 -0.0910 -0.0382 -0.1200
H 8.27700 -7.32346 5.98484 -0.0073 -0.0198 0.0204
H 2.29517 4.32883 2.09328 0.0651 0.0394 -0.1026
H 9.20783 -8.83759 5.98137 -0.0198 -0.0186 -0.0124
H 1.83107 3.05615 -8.79299 -0.0096 0.0087 -0.0321
H -3.33466 -5.44679 2.48345 -0.0902 0.0121 -0.0121
H 0.94035 3.90367 -5.09943 0.0003 -0.0238 -0.0019
H -5.37025 -2.02722 -2.38868 -0.0167 0.0156 0.0104
H 7.46704 -0.63354 4.28870 -0.0097 0.0083 0.0495
H 3.78179 -2.79788 -0.11518 0.0532 0.1473 -0.1766
H -6.15167 6.76417 -11.28406 0.0032 -0.0076 0.0316
H -8.70719 3.91182 -1.20448 0.0171 0.0031 0.0209
H -4.32237 -6.50612 1.45273 0.0037 -0.0412 -0.0045
H -0.64486 9.09802 -11.68024 0.0028 -0.0446 0.0170
H -5.98361 -1.81445 0.12550 0.0216 0.0088 -0.0326
H 2.64013 4.38539 -5.27816 0.0039 -0.0233 0.0139
H -9.60509 -6.00661 -3.31269 -0.0177 -0.0024 0.0018
H -2.72704 -5.45059 0.02418 0.0659 0.0110 -0.0072
H -0.75574 -1.77619 2.07604 0.0886 -0.1440 0.0068
H -1.39507 -0.67652 4.12024 0.2184 0.0816 0.0636
H 4.76892 3.43759 2.84390 -0.0024 -0.0507 -0.0349
H -2.60393 -2.74100 3.87168 0.0350 -0.0418 -0.0110
H -0.63824 4.34497 7.00271 -0.0012 0.0184 -0.0439
H 3.98830 2.54595 0.32306 0.0625 -0.0201 0.0887
H 2.58756 5.01497 -2.76497 0.0313 0.0403 -0.0397
H -1.99212 3.39005 6.35742 0.0079 -0.0273 -0.0264
H 0.48886 -1.03409 -1.34413 0.0892 -0.0863 -0.0073
H -7.05348 -2.82853 -0.87318 0.0078 -0.0027 0.0204
H 4.07106 -5.07630 1.75584 -0.0914 -0.0350 0.0242
H -2.45199 0.81228 2.20774 -0.0004 -0.0587 -0.1352
H -10.34368 -4.55622 -0.71637 -0.0304 0.0051 -0.0234
H -1.28708 2.23959 -0.25296 0.0504 -0.0986 0.1426
H -10.98565 -4.89267 -3.19945 0.0059 0.0116 0.0126
H -4.97086 -3.72505 -2.05361 -0.0411 0.0137 -0.0244
H 0.35967 -0.48353 0.73269 0.1068 -0.0299 0.1088
H 1.15363 -0.49093 -2.90861 0.0573 -0.0626 0.0655
H -2.11655 -7.11355 0.21488 -0.0327 -0.0429 0.0760
H -0.38390 2.50944 4.54915 -0.0099 0.1143 0.0109
H -8.17181 2.37155 0.60468 -0.0121 -0.0304 -0.0431
H -0.09360 9.14603 -8.66418 -0.0173 -0.0133 -0.0005
H 1.85257 -1.41521 4.57073 0.0865 -0.0248 -0.1070
H 2.91428 -6.37265 2.05111 0.0378 -0.0244 0.1723
H 0.90020 -3.49853 0.98576 0.1673 -0.0488 0.0552
H -8.33446 2.36072 -1.98994 -0.0298 0.0054 0.0210
H 3.02185 -0.50090 3.69375 -0.0438 0.0149 -0.0782
H 0.99096 0.49032 5.31679 -0.0559 -0.0337 0.0963
H 6.50289 -2.76691 3.25452 0.0220 0.0738 -0.0476
H -6.75888 3.42315 0.41029 -0.0320 -0.0023 0.0419
H -1.08236 -4.02997 6.71862 -0.0801 0.0326 0.0105
H -0.13815 -1.47083 5.07025 0.0718 0.0399 -0.1070
H 0.67131 1.22379 -0.83806 0.0952 -0.0029 0.0156
H 2.18189 1.30113 4.56647 -0.1504 -0.0298 0.0857
H -1.24259 -3.68056 4.50037 -0.0525 0.0502 -0.0203
H 2.99305 3.58384 -10.02945 0.0044 0.0169 0.0033
H -4.77958 6.80877 -9.09195 -0.0188 0.0093 -0.0170
H 6.88667 -9.49199 5.76575 0.0054 0.0178 0.0054
H 2.25571 -4.19230 5.00772 0.0511 -0.1163 -0.0446
H 2.65989 5.99204 -9.14146 0.0169 0.0033 -0.0272
H -2.34419 -3.30797 7.74664 0.0155 -0.0040 -0.0877
H 8.05957 -2.23277 2.58271 0.0365 0.0070 0.0242
H 2.19142 2.13270 -0.88275 -0.0750 -0.0660 0.0569
H 3.92865 0.44149 0.19184 0.0321 -0.2097 -0.0550
H 1.27453 5.27814 -9.98786 0.0022 -0.0138 0.0092
H 3.99970 -5.78577 3.36057 -0.0671 -0.0195 -0.0562
H 1.92110 -2.91274 -0.14678 -0.0556 -0.1397 0.0017
H 3.81291 4.96716 1.44707 -0.0633 -0.0057 -0.1701
H -4.46288 3.14220 0.44039 -0.1538 0.1249 0.0700
H 2.54562 4.41874 0.33807 -0.0195 -0.0168 0.0831
H 4.06686 -2.90356 4.27959 0.4403 -0.4045 -0.0942
H -2.80086 -4.44084 6.45698 0.0750 0.0339 -0.0165
H 1.62306 6.05611 -3.83419 -0.0233 -0.0108 -0.0030
H 8.75180 -1.62907 5.00638 0.0166 -0.0352 -0.0548
H -5.24466 5.19961 -9.68417 0.0029 0.0021 -0.0131
H -10.98764 -6.15543 -1.14349 -0.0002 0.0075 -0.0148
H -0.81397 4.22856 4.40938 0.0787 -0.0795 0.0753
H -4.72399 6.05130 -12.06257 -0.0198 -0.0233 0.0134
H 1.57844 -2.06257 -2.28038 -0.0233 0.0509 -0.0227
H 3.61026 0.70870 -2.59034 0.3715 -0.1387 -0.4366
H -0.01251 2.04541 1.99202 0.0740 -0.0738 0.1587
H 0.91266 2.62925 0.19546 0.0688 -0.0795 -0.0440
H 0.18856 -2.96749 2.90391 0.1463 0.1408 0.0993
```
Positions in Å, forces in eV/Å.

Computed properties:
Charge = +1

Mulliken population analysis, charges in e, atoms 1 to 5:
1 Br -0.125
2 Br -0.052
3 Br -0.161
4 Br -0.119
5 Br -0.123

Entry from OMol25: one molecule with the formula C3H7NO3S at a distorted geometry (the ωB97M-V functional and the def2-TZVPD basis).

XYZ file:
```
15
Properties=species:S:1:pos:R:3:forces:R:3
S -0.08472 -1.51337 -0.29484 -0.7904 -2.9162 -1.1465
O -0.45013 0.03948 0.53375 -0.0995 -1.4953 -0.7744
O 0.62277 -1.75720 -1.54056 -0.8222 1.9159 0.0882
O 0.35428 -2.50154 0.65511 -1.3301 1.2250 1.0932
N 1.70636 0.07918 0.13737 0.6257 0.9824 0.8200
C -1.87881 -1.41419 -0.91131 1.5476 0.7302 2.1592
C 0.68173 0.69743 0.57966 2.4598 0.2037 -0.4550
C 0.65658 2.12223 0.91668 0.4518 1.0264 1.8401
H -2.46688 -0.73051 -0.23626 0.4941 -1.1896 -0.8193
H -2.23237 -2.40089 -1.12204 -0.3342 -0.4681 0.1219
H 2.59687 0.61940 0.16302 -1.0830 -0.5467 -0.0189
H 0.51174 2.65025 0.03695 -0.1018 0.9763 -2.0981
H -0.09129 2.58108 1.54950 -0.5154 -0.8173 0.5073
H -1.53684 -0.93476 -1.78972 -0.5468 0.6698 -1.2142
H 1.61072 2.46339 1.32268 0.0444 -0.2964 -0.1034
```
Positions in Å, forces in eV/Å.

Computed properties:
Structure (SMILES) = [H]/N=C(\C)OS(C)(=O)=O
Relative energy (zero: lowest compared OMol25 entry of this formula, charge and spin) = 2.2675 eV

Mulliken population analysis, charges in e, atoms 1 to 5:
1 S 1.053
2 O -0.396
3 O -0.554
4 O -0.583
5 N -0.660

Number 1: HOMO -11.07 eV, HOMO-LUMO gap 9.2710 eV. Number 2: HOMO -10.32 eV, HOMO-LUMO gap 10.6817 eV.